Entry 1:
Density functional theory data (ωB97M-V/def2-TZVPD) for a molecular structure, C28H33Cl2InN5Se2Si2.

Summary:
Charge = -1
Total energy = -213694.270 eV

Atoms and positions in Å:
In: 0.128 -0.148 -0.152
C: 4.266 1.071 -0.763
Si: 2.643 1.604 -1.542
C: 2.236 0.402 -2.925
C: 2.883 3.288 -2.352
N: 1.327 1.590 -0.447
C: 1.170 2.381 0.678
C: 2.083 3.355 1.081
C: 1.906 4.104 2.240
C: 0.804 3.872 3.041
C: -0.121 2.900 2.663
C: 0.008 2.168 1.485
N: -0.935 1.217 1.061
Si: -2.578 1.217 1.569
C: -3.276 2.971 1.531
C: -2.871 0.505 3.284
C: -3.657 0.220 0.397
H: 5.092 1.096 -1.479
H: 4.165 0.046 -0.394
H: 4.532 1.702 0.088
H: 3.092 0.283 -3.595
H: 1.397 0.769 -3.523
H: 1.971 -0.586 -2.530
H: 3.682 3.238 -3.098
H: 3.136 4.076 -1.638
H: 1.964 3.586 -2.865
H: 2.968 3.521 0.474
H: 2.643 4.850 2.516
H: 0.660 4.425 3.962
H: -0.969 2.702 3.308
H: -2.660 3.698 2.059
H: -4.279 2.982 1.969
H: -3.367 3.302 0.491
H: -2.356 1.054 4.075
H: -2.521 -0.531 3.317
H: -3.941 0.503 3.514
H: -3.177 0.042 -0.565
H: -4.591 0.760 0.212
H: -3.902 -0.758 0.812
Se: -1.083 -2.059 -3.342
Se: -2.926 -2.735 -2.116
C: -2.157 -3.183 -0.396
C: -1.925 -4.532 -0.161
C: -1.328 -4.905 1.033
C: -1.004 -3.921 1.946
C: -1.300 -2.606 1.626
N: -1.853 -2.226 0.473
C: -1.304 -0.155 -3.301
C: -1.547 0.512 -4.497
C: -1.658 1.892 -4.481
C: -1.550 2.563 -3.273
C: -1.305 1.824 -2.128
N: -1.175 0.492 -2.147
H: -2.171 -5.257 -0.922
H: -1.097 -5.944 1.230
H: -0.505 -4.152 2.877
H: -1.051 -1.810 2.318
H: -1.647 -0.055 -5.411
H: -1.838 2.435 -5.401
H: -1.637 3.639 -3.212
H: -1.187 2.290 -1.157
Cl: 1.543 -1.001 2.278
C: 1.796 -2.588 1.570
C: 2.335 -3.551 2.399
C: 2.561 -4.840 1.939
C: 2.236 -5.117 0.609
C: 1.700 -4.150 -0.203
Cl: 1.287 -4.618 -1.839
C: 1.412 -2.784 0.188
N: 0.861 -1.951 -0.661
H: 2.579 -3.281 3.420
H: 2.987 -5.597 2.583
H: 2.395 -6.107 0.200

Here are the Mulliken charges for atoms 1 to 6, given in e: number 1, In, carries -0.67; number 2, C, carries -1.07; number 3, Si, carries -0.06; number 4, C, carries -0.66; number 5, C, carries -1.17; number 6, N, carries 0.79

Entry 2:
Density functional theory data (ωB97M-V/def2-TZVPD) for 7 unconnected molecules or ions with the total composition C28H33Cl4F3O3 at a distorted geometry.

Summary:
Structure (SMILES) = ClC(Cl)(Cl)Cl.Fc1ccccc1.Fc1ccccc1.Fc1ccccc1.CC(C)=O.CC(C)=O.CC(C)=O
Relative energy (zero: lowest compared OMol25 entry of this formula, charge and spin) = 149.0 kJ/mol
Total energy = -93953.516 eV

Atoms and positions in Å:
Cl: 2.525 6.336 4.305
C: 3.842 7.420 3.895
Cl: 3.439 8.407 2.465
Cl: 4.171 8.639 5.120
Cl: 5.299 6.458 3.554
F: -5.965 -3.155 -0.393
C: -6.381 -2.969 0.894
C: -7.588 -3.575 1.359
C: -7.960 -3.350 2.654
C: -7.151 -2.591 3.511
C: -6.016 -1.959 3.019
C: -5.604 -2.169 1.733
H: -8.075 -4.332 0.762
H: -8.822 -3.898 3.006
H: -7.342 -2.605 4.573
H: -5.395 -1.372 3.680
H: -4.670 -1.680 1.500
F: -7.526 4.903 0.417
C: -6.187 4.943 0.572
C: -5.461 3.917 1.219
C: -4.102 4.012 1.406
C: -3.342 5.019 0.792
C: -4.043 5.984 0.128
C: -5.432 5.963 0.024
H: -6.008 3.077 1.621
H: -3.560 3.249 1.946
H: -2.267 5.110 0.847
H: -3.437 6.752 -0.329
H: -5.986 6.737 -0.487
F: 2.379 -1.053 -1.819
C: 1.721 -0.771 -0.681
C: 1.174 -1.751 0.062
C: 0.386 -1.497 1.185
C: 0.238 -0.157 1.587
C: 1.035 0.840 0.972
C: 1.808 0.512 -0.184
H: 1.274 -2.738 -0.364
H: -0.225 -2.274 1.618
H: -0.417 0.127 2.398
H: 1.045 1.849 1.358
H: 2.369 1.284 -0.689
C: -2.405 -7.158 0.456
C: -3.278 -7.821 1.517
C: -4.230 -8.748 0.877
O: -3.189 -7.553 2.665
H: -2.218 -7.876 -0.343
H: -1.452 -6.900 0.916
H: -2.857 -6.227 0.115
H: -4.811 -8.378 0.032
H: -4.897 -9.234 1.588
H: -3.586 -9.499 0.420
C: 7.341 1.268 0.222
C: 7.510 -0.204 -0.027
C: 7.753 -0.710 -1.405
O: 7.677 -0.916 0.944
H: 6.473 1.707 -0.269
H: 8.204 1.813 -0.161
H: 7.176 1.487 1.277
H: 7.505 0.123 -2.063
H: 7.126 -1.564 -1.659
H: 8.812 -0.928 -1.547
C: 7.425 2.692 -6.436
C: 6.151 2.268 -5.762
C: 5.412 1.118 -6.398
O: 5.776 2.707 -4.691
H: 8.069 1.812 -6.428
H: 7.995 3.503 -5.983
H: 7.211 2.961 -7.471
H: 4.435 1.130 -5.915
H: 5.916 0.163 -6.253
H: 5.216 1.323 -7.451

Here are the Mulliken charges for atoms 1 to 6, given in e: number 1, Cl, carries -0.08; number 2, C, carries 0.38; number 3, Cl, carries -0.11; number 4, Cl, carries -0.10; number 5, Cl, carries -0.09; number 6, F, carries -0.31

| no. | HOMO (Eh) |
| --- | --- |
| 1 | -0.12999 |
| 2 | -0.33833 |